# 1
Here is one molecule with the formula C3H6OSe from OMol25. Energies are from ωB97M-V/def2-TZVPD.

Atoms and positions in Å:
C (-0.422596, -0.811750, -0.083143)
C (-1.544892, -0.374384, 0.869235)
C (1.586746, 0.198925, -0.611291)
O (0.781740, -0.293986, 0.370402)
Se (-3.200022, 0.088394, -0.092000)
H (-0.089000, -1.823756, 0.117053)
H (-0.598136, -0.477624, -1.104311)
H (-1.766262, -1.277377, 1.422371)
H (-1.298713, 0.486290, 1.487936)
H (2.427769, 0.908585, -0.323649)
H (1.242970, 0.033281, -1.632089)

Atomic forces in eV per Å
0.105 -0.167 0.833
-0.437 -0.399 -1.179
0.889 0.799 0.387
2.334 2.735 0.120
0.272 -0.150 0.260
-1.725 -1.164 -1.083
-0.157 -0.596 -0.091
-0.433 0.250 0.762
0.235 -0.293 0.093
-1.415 -1.271 -0.316
0.332 0.256 0.215

Properties
E_LUMO (spin up / spin down)	0.79 / -2.02	eV
total charge	0
E_tot	-70597.8708	eV
frontier orbital gap (spin up / spin down)	9.9 / 5.2	eV
E_HOMO (spin up / spin down)	-9.125 / -7.252	eV
energy relative to the best compared isomer or geometry (same formula, charge and spin)	67.9	kcal per mole

The computed natural (NBO) charges, all in e, follow:
1 C -0.095
2 C -0.622
3 C -0.126
4 O -0.501
5 Se 0.138
6 H 0.204
7 H 0.188
8 H 0.239
9 H 0.247
10 H 0.180
11 H 0.147

# 2
Here is one molecule with the formula C3H6OSe from OMol25. Energies are from ωB97M-V/def2-TZVPD.

Atoms and positions in Å:
C (0.176220, -0.513307, -0.184599)
C (-1.157063, -0.949499, 0.440988)
C (0.802506, 1.746724, 0.027980)
O (0.756603, 0.548182, 0.537343)
Se (-2.684248, 0.197441, -0.006225)
H (0.880239, -1.351312, -0.112522)
H (0.030588, -0.251848, -1.238573)
H (-1.400542, -1.939721, 0.056485)
H (-1.057282, -0.996018, 1.525613)
H (1.065931, 2.542248, 0.696537)
H (0.482632, 1.935769, -0.985177)

Atomic forces in eV per Å
-0.304 -0.461 -0.177
-0.043 0.472 0.034
-0.614 1.343 -0.789
0.300 -1.364 0.911
0.535 -0.048 0.007
-0.111 0.154 -0.040
0.113 0.054 0.110
-0.030 -0.016 -0.011
0.040 -0.089 -0.100
0.112 0.072 0.181
0.001 -0.116 -0.127

Properties
E_LUMO (spin up / spin down)	0.73 / -1.83	eV
total charge	0
E_tot	-70598.6129	eV
frontier orbital gap (spin up / spin down)	9.5 / 5.2	eV
E_HOMO (spin up / spin down)	-8.770 / -7.010	eV
energy relative to the best compared isomer or geometry (same formula, charge and spin)	50.8	kcal per mole

The computed natural (NBO) charges, all in e, follow:
1 C -0.076
2 C -0.625
3 C -0.082
4 O -0.471
5 Se 0.079
6 H 0.197
7 H 0.188
8 H 0.238
9 H 0.226
10 H 0.172
11 H 0.154

# 3
Here is one molecule with the formula C3H6P2 from OMol25. Energies are from ωB97M-V/def2-TZVPD.

Atoms and positions in Å:
C (1.229945, -0.837153, 0.350959)
C (0.175719, -1.796363, 0.556729)
C (0.209003, 1.888071, -0.310697)
P (2.443873, -0.305521, -0.643819)
P (1.412794, 0.970244, 0.927479)
H (-0.471200, -1.927449, -0.442810)
H (-0.459286, -1.536159, 1.333755)
H (0.628857, -2.752862, 0.542603)
H (0.436633, 2.882214, -0.105959)
H (-0.786303, 1.426478, -0.014836)
H (0.300075, 1.752547, -1.356775)

Atomic forces in eV per Å
0.818 2.846 -0.822
-0.835 -0.831 -4.072
-0.647 -2.979 2.078
-0.308 -0.236 1.232
0.011 -0.927 -2.241
1.093 0.732 1.988
-1.106 -0.080 1.600
0.183 -1.340 0.899
-0.606 1.994 0.606
0.791 1.455 -0.252
0.606 -0.632 -1.015

Properties
E_LUMO	0.11	eV
structure (SMILES)	CC1=P#P1C
total charge	0
E_tot	-21783.4023	eV
frontier orbital gap	8.5	eV
E_HOMO	-8.393	eV
energy relative to the best compared isomer or geometry (same formula, charge and spin)	23.9	kcal per mole

The computed natural (NBO) charges, all in e, follow:
1 C -0.629
2 C -0.686
3 C -0.912
4 P 0.437
5 P 0.435
6 H 0.232
7 H 0.226
8 H 0.241
9 H 0.218
10 H 0.221
11 H 0.217

Which F_max belongs to each record? In order, 3.60, 1.67, 4.24 eV Å⁻¹.